Entry 1:
The following is a DFT calculation (wB97M-V/def2-TZVPD) of a cluster of 8 separate species, C32H74O13 in total.

Computed properties:
structure (SMILES) = C1CCOC1.C1CCOC1.C1CCOC1.COCCOC.COCCOC.COCCOC.COCCOC.COCCOC
ΔE to the lowest compared entry with this formula, charge and spin = 70.1 kcal per mole
gap between HOMO and LUMO = 10.00 eV
energy = -60992.9191 eV
HOMO energy = -9.33 eV

Structure (XYZ):
```
119
Properties=species:S:1:pos:R:3:forces:R:3:mulliken_charge:R:1
C 9.363 15.230 8.942 -0.720 0.513 -0.039 -0.8310
C 10.615 15.168 9.756 0.463 -0.723 0.408 0.4525
C 10.053 14.400 10.958 0.025 0.542 0.680 0.2282
O 8.738 14.953 11.139 -0.021 -0.146 1.344 -0.4778
C 8.341 15.653 9.995 0.629 0.606 -0.723 -0.5182
H 9.130 14.237 8.600 -0.189 -0.454 -0.333 0.3363
H 9.401 15.897 8.105 0.030 0.390 -0.546 0.4044
H 11.002 16.188 9.970 -0.096 -0.700 0.190 -0.1663
H 11.355 14.528 9.287 0.479 0.270 -0.179 0.1496
H 10.658 14.453 11.903 -0.698 0.218 -0.759 -0.4184
H 9.881 13.342 10.728 0.517 -0.012 -0.148 0.2382
H 8.403 16.747 10.148 -0.015 -0.229 0.117 0.2484
H 7.321 15.423 9.729 -0.383 -0.258 0.009 0.3796
C 17.099 12.702 13.754 1.819 0.066 -0.366 0.8663
C 17.961 13.942 13.378 -0.040 -0.634 -0.224 1.4351
C 18.965 14.056 14.559 -0.395 1.715 -0.289 -0.3613
O 18.788 12.947 15.385 -0.414 -1.251 -0.226 -0.4826
C 18.199 11.937 14.536 -0.132 0.108 0.421 -0.6735
H 16.778 12.161 12.871 0.048 -0.099 -0.068 -0.5751
H 16.214 12.968 14.315 0.011 -0.087 0.532 -0.1073
H 17.390 14.846 13.187 -0.075 0.060 0.224 -1.0871
H 18.496 13.691 12.443 -0.091 0.151 0.337 -0.2145
H 18.749 14.965 15.164 0.234 -0.488 -0.370 0.1155
H 19.992 14.129 14.174 -0.010 -0.109 0.134 0.3334
H 17.857 11.107 15.152 -0.114 0.184 0.180 0.4121
H 19.004 11.524 13.885 -0.610 0.316 -0.053 0.2680
C 14.781 14.023 11.781 -0.638 -0.799 -1.432 2.5097
C 14.355 12.580 12.136 -0.826 0.166 0.919 1.1407
C 13.112 12.321 11.285 0.832 -0.161 -0.093 0.1263
O 13.542 12.900 10.064 0.081 1.195 -1.087 -0.5011
C 14.123 14.207 10.377 -0.017 -0.944 0.407 0.5984
H 15.829 14.130 11.645 1.058 -0.094 0.216 -0.7819
H 14.465 14.779 12.473 -0.388 0.235 0.431 -0.9477
H 14.163 12.444 13.218 0.307 -0.088 -0.543 -0.0209
H 15.076 11.860 11.751 0.192 0.025 0.357 -0.9528
H 12.205 12.810 11.599 -0.357 0.292 0.555 -0.3768
H 12.882 11.239 11.176 0.319 0.700 -0.193 0.2122
H 13.388 14.992 10.430 -0.840 0.141 0.005 -0.0590
H 14.791 14.536 9.565 -0.099 -0.605 0.334 -1.2414
C 14.316 18.060 10.053 0.672 0.568 0.638 -0.0547
O 14.661 17.421 8.872 -0.751 -0.525 -1.581 -0.1176
C 13.612 17.511 7.876 1.057 -0.767 -0.004 -0.0173
C 14.192 17.097 6.514 0.191 1.084 0.445 -0.8063
O 14.428 15.710 6.396 0.316 0.582 -0.528 -0.4196
C 15.738 15.414 6.863 -0.571 0.521 0.452 -0.6641
H 13.364 17.699 10.456 -0.244 0.270 -0.094 0.1499
H 14.336 19.168 9.873 -0.310 -0.714 0.539 0.3618
H 15.093 17.764 10.773 -0.244 0.483 -0.023 -0.3993
H 13.228 18.515 7.825 -0.002 0.800 -0.083 0.5752
H 12.766 16.885 8.161 -0.016 -0.340 0.055 -0.1435
H 15.128 17.740 6.374 -0.889 -1.010 0.075 0.2777
H 13.515 17.406 5.716 -0.221 -0.183 0.069 0.4291
H 15.635 15.368 7.955 0.830 -0.098 -0.215 0.1341
H 16.379 16.244 6.547 0.344 -0.247 0.337 0.3903
H 16.113 14.501 6.429 -0.159 -0.448 -0.068 0.3221
C 11.717 12.433 14.712 0.311 -0.048 0.881 -0.2713
O 11.686 11.354 13.840 -0.827 -0.791 -0.822 -0.2551
C 12.162 10.184 14.455 1.361 0.335 0.157 -0.2874
C 12.072 8.965 13.562 0.855 0.246 -0.005 -0.8841
O 13.161 8.952 12.644 -0.056 0.184 -0.048 -0.0875
C 13.121 7.794 11.806 0.308 0.726 0.831 -0.6888
H 10.954 12.331 15.508 -0.014 0.211 -0.332 0.4045
H 11.611 13.346 14.139 -0.090 0.101 0.084 -0.3889
H 12.684 12.423 15.235 0.060 0.425 -0.033 0.3298
H 11.644 9.980 15.420 0.233 0.203 -0.433 0.3664
H 13.261 10.412 14.628 -0.902 -0.749 0.354 0.2048
H 11.175 8.987 12.965 -0.809 -0.123 0.073 0.3784
H 12.113 8.074 14.218 -0.122 0.121 -0.353 0.4492
H 12.199 7.788 11.201 0.299 -0.144 0.037 0.2918
H 13.136 6.956 12.520 0.081 -0.376 -0.745 0.3106
H 14.032 7.855 11.179 -0.660 -0.351 0.292 0.1529
C 11.677 15.963 15.495 -0.379 0.641 0.741 -0.9265
O 12.753 15.511 14.768 1.691 -0.648 -1.130 0.0741
C 13.974 16.230 14.969 -1.050 1.183 -0.394 -0.6455
C 14.007 17.578 14.207 -0.470 -0.231 -0.115 0.5929
O 13.540 18.729 14.939 -0.423 -1.696 -0.184 -0.4774
C 13.647 19.879 14.162 -0.112 0.330 0.236 -0.7060
H 10.819 15.345 15.282 -0.201 -0.426 -0.126 0.2991
H 11.397 16.979 15.180 0.125 0.027 0.594 0.2806
H 11.920 15.850 16.571 -0.398 0.573 -0.200 0.3053
H 14.791 15.651 14.546 -0.056 -0.292 0.197 -0.1231
H 14.106 16.416 16.035 0.220 -0.118 0.150 0.5632
H 13.477 17.408 13.242 -0.165 0.352 0.542 0.5118
H 15.017 17.806 13.925 0.708 -0.166 -0.215 -0.5394
H 12.987 19.897 13.299 -0.052 -0.375 -0.441 0.3133
H 14.682 20.030 13.858 0.155 0.228 -0.195 0.2280
H 13.301 20.683 14.787 0.163 0.535 0.301 0.2866
C 16.678 17.755 15.995 0.149 0.476 0.662 -0.9167
O 17.107 17.139 14.822 0.465 -0.585 -0.572 0.0331
C 17.668 18.094 13.967 0.423 0.530 -1.502 -0.4733
C 18.169 17.470 12.652 -0.536 -0.759 0.379 -0.7223
O 17.027 17.030 11.872 0.643 0.425 1.670 0.1305
C 17.440 16.333 10.746 0.139 -0.724 0.038 -0.6579
H 15.797 18.386 15.843 0.417 0.657 -0.179 0.2928
H 17.544 18.247 16.470 -0.553 0.289 -0.021 0.3658
H 16.300 17.034 16.683 0.076 -1.018 0.430 0.2496
H 18.509 18.658 14.439 -0.531 -0.346 -0.120 0.5018
H 16.882 18.783 13.655 -0.039 0.545 0.220 0.0120
H 18.791 16.613 12.960 -0.117 -0.047 -0.399 0.2180
H 18.801 18.126 12.017 -0.394 0.044 0.575 0.4408
H 18.111 16.951 10.197 0.478 0.541 -1.055 0.6496
H 16.573 16.035 10.185 -0.438 0.240 -0.478 -0.2037
H 17.976 15.409 10.957 0.175 -0.171 0.426 0.2148
C 16.514 9.454 10.491 0.066 -1.532 0.004 -0.0464
O 16.672 9.712 9.121 -0.789 1.511 -0.059 -0.4657
C 15.981 10.951 8.745 1.121 -1.293 0.447 -0.7117
C 16.830 12.183 9.077 -0.644 -0.783 -0.544 1.4591
O 18.007 12.143 8.259 -1.821 -0.100 0.194 -0.5390
C 18.706 13.276 8.604 1.063 -0.422 0.583 -0.5055
H 16.677 8.367 10.567 0.131 0.271 0.317 0.3722
H 15.499 9.617 10.881 0.032 0.348 -0.205 -0.3116
H 17.243 9.948 11.132 0.090 0.291 0.033 0.1791
H 14.966 10.849 9.117 -0.040 0.826 0.554 0.2343
H 15.880 10.862 7.690 0.135 0.195 -1.056 0.4508
H 17.193 12.187 10.098 -0.195 -0.218 0.669 -0.2705
H 16.266 13.131 8.954 0.186 -0.485 -0.281 -0.4025
H 18.221 14.185 8.348 -0.813 1.054 -0.309 0.1233
H 19.622 13.231 8.078 1.194 0.125 -0.424 0.4409
H 18.890 13.269 9.683 0.267 0.240 0.164 0.1182
```
Positions in Å, forces in eV/Å.

Entry 2:
The following is a DFT calculation (wB97M-V/def2-TZVPD) of a structure of composition C32H76AsBr6F6N2O18P4.

Computed properties:
net charge = -1
gap between HOMO and LUMO = 8.59 eV
energy = -608821.6584 eV
HOMO energy = -6.99 eV

Structure (XYZ):
```
145
Properties=species:S:1:pos:R:3:forces:R:3:mulliken_charge:R:1
As 0.754 -0.123 1.191 0.190 -0.144 -0.202 2.0804
F 2.195 0.424 0.404 -0.017 -0.240 -0.164 -0.5292
F 0.483 -1.327 -0.085 -0.522 1.208 0.473 -0.4124
F -0.726 -0.624 2.016 0.898 0.433 -0.429 -0.3563
F 1.168 0.990 2.499 -0.654 -0.822 -0.524 -0.4353
F -0.168 1.187 0.306 0.710 -1.578 1.076 -0.4788
F 1.685 -1.466 1.968 -0.593 1.249 -0.068 -0.5791
C 3.968 -3.875 5.378 -0.528 -0.634 1.173 0.4682
O 4.141 -4.910 6.023 0.335 0.913 -1.059 -0.6664
N 3.575 -2.711 5.944 -0.086 0.537 -1.154 0.1278
C 3.626 -2.495 7.326 -0.444 -0.183 1.687 -0.9632
C 3.207 -1.545 5.152 1.217 -1.181 -0.786 -0.7486
H 4.061 -3.748 4.289 0.021 -0.518 -0.108 0.1201
H 2.716 -1.975 7.630 -0.133 -0.221 0.243 0.2892
H 4.441 -1.850 7.668 0.320 0.025 -0.326 0.3031
H 3.718 -3.458 7.826 -0.124 0.116 0.127 0.3305
H 3.234 -1.888 4.117 -0.318 0.341 -0.148 -0.0856
H 2.211 -1.169 5.379 0.178 0.141 0.173 0.3777
H 4.035 -0.843 5.255 -0.476 0.676 0.078 0.3895
C -1.181 -5.137 3.395 -0.834 -2.436 1.026 0.3169
O -1.255 -6.015 4.283 0.231 1.997 -1.320 -0.6813
N -0.276 -5.134 2.411 0.199 0.908 -0.537 0.2045
C -0.330 -4.126 1.376 -0.019 1.354 -0.752 0.4881
C 0.806 -6.063 2.334 0.477 -0.980 0.064 -0.9148
H -1.954 -4.381 3.191 -0.060 0.122 0.610 0.2203
H -1.219 -3.494 1.384 -0.303 -0.383 0.663 -0.8468
H -0.314 -4.469 0.339 0.061 -0.881 0.150 0.3337
H 0.463 -3.377 1.389 0.359 -0.325 0.517 -0.0691
H 0.792 -6.500 1.334 0.319 0.015 -0.067 0.3271
H 1.787 -5.637 2.553 -0.030 0.403 -0.283 0.2505
H 0.714 -6.881 3.047 -0.498 0.164 0.069 0.3272
C -1.806 2.811 3.126 0.022 0.062 0.584 0.8024
Br -0.152 3.807 3.260 -0.366 -0.244 0.358 0.0010
Br -2.997 3.825 1.966 0.080 -0.599 0.405 -0.0534
Br -2.653 2.342 4.896 0.529 0.525 -1.102 -0.0875
H -1.558 1.831 2.725 -0.164 0.244 -0.306 -0.7505
C 4.186 -2.682 0.086 -0.010 -0.399 -0.479 0.0892
Br 5.247 -1.731 -1.271 -0.608 -0.381 0.537 -0.0783
Br 5.354 -3.972 1.021 -0.702 0.319 -0.446 -0.1173
Br 2.527 -3.485 -0.717 1.709 0.445 0.622 0.0069
H 3.905 -1.970 0.857 -0.316 -0.034 -0.333 0.0090
C -2.439 -1.573 -3.904 -0.225 0.909 0.195 -0.8384
C -2.697 -0.398 -4.881 -0.277 -2.177 0.352 -0.4241
O -1.755 0.609 -4.535 -1.062 1.690 -0.279 -0.0689
P -2.260 2.053 -4.075 -0.340 0.332 0.874 0.7520
O -1.128 2.993 -3.769 -2.230 -1.395 -0.528 -0.8910
O -3.297 1.698 -2.854 1.164 0.613 -1.713 -0.3477
C -2.873 1.625 -1.490 -0.065 0.168 1.293 0.6479
C -4.074 1.170 -0.676 0.041 0.146 -0.266 -0.8621
O -3.327 2.460 -5.266 1.367 -1.044 1.563 -0.4130
C -3.561 3.829 -5.541 -0.654 1.082 -0.143 -0.0275
C -4.852 3.911 -6.380 0.938 -0.545 0.282 -1.2761
H -2.590 -1.192 -2.893 -0.142 -0.046 0.110 0.0059
H -3.115 -2.415 -4.050 0.103 0.003 -0.203 0.5138
H -1.393 -1.878 -3.934 -0.242 -0.260 -0.308 0.1999
H -2.547 -0.769 -5.896 0.486 0.467 -0.136 0.3141
H -3.741 -0.088 -4.848 0.130 0.404 0.333 0.4399
H -1.991 1.021 -1.264 -0.046 -0.499 -0.736 -0.2153
H -2.553 2.602 -1.122 -0.215 0.281 -0.309 0.1935
H -4.920 1.811 -0.928 -0.024 0.132 0.267 0.4234
H -4.398 0.145 -0.864 0.218 0.177 -0.170 0.1138
H -3.821 1.248 0.381 -0.219 0.154 -0.046 0.0039
H -3.584 4.401 -4.612 -0.150 0.041 0.012 0.4068
H -2.740 4.213 -6.148 0.028 0.054 0.112 0.0950
H -4.576 3.243 -7.198 -0.660 0.085 -0.371 0.2826
H -5.731 3.525 -5.866 0.134 -0.070 0.098 0.3128
H -5.076 4.907 -6.759 0.247 0.026 0.051 0.3937
C -6.538 -0.449 5.480 0.490 -0.244 -0.015 -1.1655
C -6.290 -0.131 3.995 -0.080 -0.573 0.729 0.1067
O -6.677 -1.299 3.226 -0.174 -0.550 -0.310 -0.3989
P -5.577 -2.341 2.689 0.448 1.720 0.230 0.7486
O -4.783 -3.005 3.745 -0.342 0.456 -0.972 -0.7081
O -6.385 -3.307 1.719 0.695 1.253 0.499 -0.2337
C -7.255 -4.266 2.246 -1.959 -1.322 0.143 -0.3290
C -7.208 -5.462 1.319 0.273 -0.550 0.871 -1.2639
O -4.827 -1.324 1.663 -1.186 -1.556 1.171 0.0835
C -3.431 -1.377 1.472 1.194 1.623 -0.990 0.0121
C -3.121 -1.980 0.109 -0.588 -1.931 0.620 -0.9986
H -6.188 0.294 6.198 -0.065 0.456 -0.382 0.3634
H -7.588 -0.650 5.692 -0.048 0.071 -0.210 0.2909
H -5.972 -1.339 5.760 -0.053 -0.172 -0.247 0.2886
H -6.899 0.704 3.652 -0.081 -0.136 -0.101 0.3099
H -5.249 0.105 3.772 0.054 0.030 0.195 0.0316
H -7.179 -4.529 3.303 1.204 0.053 0.005 0.4073
H -8.292 -3.918 2.254 0.019 0.630 -0.490 0.3148
H -6.254 -5.985 1.402 0.324 0.433 -0.457 0.3151
H -7.882 -6.244 1.671 -0.543 0.275 -0.238 0.4024
H -7.439 -5.112 0.315 0.105 -0.392 -0.077 0.2775
H -3.115 -0.333 1.417 -0.073 0.043 0.163 -0.5244
H -2.893 -1.732 2.351 -0.134 -0.738 -0.253 0.8179
H -2.062 -2.063 -0.130 -0.030 0.529 -0.093 -0.0589
H -3.491 -3.011 0.145 0.232 -0.358 0.120 0.3709
H -3.757 -1.611 -0.695 0.473 0.644 0.141 0.4578
C 3.852 -0.692 -9.209 -0.176 -0.223 0.151 -1.2657
C 2.515 -0.072 -8.871 -0.052 -0.704 -0.720 -0.2326
O 2.441 0.089 -7.472 -0.583 0.022 1.623 -0.3173
P 1.283 -0.622 -6.592 -0.086 -0.287 1.026 0.8859
O 0.957 -2.045 -6.944 0.195 2.592 0.214 -0.7878
O 1.812 -0.379 -5.076 0.169 -0.387 -2.249 -0.3595
C 0.871 -0.540 -4.007 -0.846 -0.625 0.249 1.9551
C 1.353 0.305 -2.878 -0.558 0.303 0.596 -0.7559
O 0.063 0.435 -6.653 -0.018 -1.234 -0.788 -0.1657
C 0.209 1.818 -6.344 0.504 0.748 0.741 0.8162
C -0.706 2.673 -7.185 -0.328 -0.155 -1.155 -1.7467
H 3.916 -0.810 -10.291 0.210 -0.125 0.020 0.3824
H 4.693 -0.107 -8.836 -0.109 0.235 -0.131 0.2998
H 3.908 -1.655 -8.702 0.043 -0.141 -0.247 0.3049
H 2.378 0.862 -9.419 0.000 0.354 0.494 0.3006
H 1.700 -0.724 -9.191 0.064 -0.151 -0.128 0.3815
H -0.162 -0.309 -4.278 0.980 0.676 -0.371 -1.7257
H 0.719 -1.594 -3.760 0.980 -0.281 0.208 0.6901
H 0.598 0.327 -2.091 0.063 -0.259 0.156 -0.2419
H 2.288 -0.052 -2.450 0.035 0.121 -0.066 0.2965
H 1.411 1.349 -3.191 0.347 -0.016 -0.145 0.3506
H 0.026 2.027 -5.288 -0.060 -0.515 -0.153 -0.4305
H 1.249 2.127 -6.469 0.062 -0.053 -0.406 0.5936
H -1.753 2.372 -7.240 0.064 -0.428 0.582 0.3189
H -0.724 3.718 -6.876 0.408 -0.049 0.132 0.4016
H -0.408 2.616 -8.234 0.286 0.231 -0.047 0.3756
C 7.974 4.627 1.160 0.501 -0.646 -1.276 -1.2646
C 6.904 5.235 1.965 -0.526 1.468 0.048 -0.1504
O 6.281 4.310 2.832 0.162 -0.647 0.713 -0.2332
P 5.003 4.790 3.645 -1.480 -0.194 -0.497 0.6034
O 5.124 6.122 4.269 -0.047 -1.077 -0.178 -0.7656
O 3.815 4.718 2.563 0.736 0.577 0.767 -0.2808
C 3.579 3.502 1.874 -0.276 -1.939 -1.016 0.0892
C 3.116 3.648 0.413 0.655 0.904 1.400 -1.2291
O 4.696 3.494 4.579 -0.576 1.758 -1.932 -0.0139
C 5.421 3.477 5.769 0.620 -0.792 0.669 -0.3338
C 5.085 2.232 6.573 0.372 0.827 0.499 -1.0215
H 8.287 5.371 0.425 0.252 0.138 0.143 0.3911
H 8.854 4.250 1.681 -0.158 0.084 0.237 0.3054
H 7.559 3.832 0.538 0.063 -0.265 0.186 0.3001
H 7.254 6.107 2.521 0.087 -0.132 0.275 0.3458
H 6.151 5.636 1.281 -0.153 -0.058 -0.066 0.2548
H 4.472 2.889 1.744 0.393 0.281 0.798 0.3583
H 2.859 2.893 2.421 0.029 0.129 0.192 0.2456
H 3.526 2.783 -0.104 -0.673 -0.068 -0.239 0.2937
H 2.036 3.772 0.394 0.100 -0.055 -0.608 0.1836
H 3.668 4.524 0.066 -0.385 0.150 -0.475 0.4420
H 6.478 3.455 5.490 0.166 0.062 0.257 0.2951
H 5.226 4.372 6.363 0.037 0.040 -0.026 0.3528
H 5.959 2.203 7.227 -0.222 -0.711 0.384 0.3842
H 4.195 2.389 7.183 -0.034 -0.076 -0.056 0.3379
H 4.968 1.310 6.009 0.248 0.160 -0.201 0.1227
```
Positions in Å, forces in eV/Å.